DFT (ωB97M-V/def2-TZVPD) results for a molecular structure, C18H17Br2KN3O7 in a non-equilibrium geometry.

## Properties
ΔE to the lowest compared entry with this formula, charge and spin: 0.305 eV
net charge: -1
orbital gap: 7.147 eV
molecular weight: 586.25 g/mol

Last column: Löwdin charge in e.
Cartesian coordinates (Å):
K -0.080 0.084 -0.136  0.823
O -0.918 4.766 0.686  0.033
C -0.794 5.325 -0.533  -0.274
C -0.868 6.719 -0.627  -0.033
C -0.740 7.349 -1.846  -0.115
C -0.528 6.602 -2.998  -0.119
C -0.452 5.226 -2.906  -0.047
C -0.584 4.556 -1.690  -0.072
C -0.500 3.055 -1.613  -0.476
O -0.641 2.525 -0.476  -0.153
N -0.310 2.462 -2.766  0.040
N 0.023 1.130 -2.587  -0.043
C -0.280 0.360 -3.556  -0.127
C 0.078 -1.062 -3.538  -0.266
C -0.211 -1.819 -4.681  -0.038
C 0.105 -3.166 -4.696  -0.081
C 0.691 -3.716 -3.570  -0.067
C 0.935 -2.887 -2.481  -0.128
N 0.650 -1.600 -2.453  0.097
H -0.794 3.785 0.508  0.056
H -1.029 7.276 0.287  0.108
H -0.801 8.430 -1.900  0.092
H -0.425 7.089 -3.959  0.087
H -0.290 4.622 -3.786  0.097
H -0.813 0.730 -4.437  0.112
H -0.678 -1.345 -5.532  0.101
H -0.110 -3.775 -5.565  0.100
H 0.944 -4.763 -3.511  0.097
H 1.359 -3.298 -1.570  0.106
O 4.018 1.137 2.448  0.105
C 3.030 0.619 1.686  -0.479
O 2.543 1.229 0.775  0.123
C 2.673 -0.783 2.111  -0.152
O 1.483 -1.123 1.487  -0.253
C 1.107 -2.482 1.655  -0.128
C -0.286 -2.823 1.038  -0.714
O -0.403 -4.004 0.706  -0.016
O -1.134 -1.907 0.999  -0.158
H 4.196 2.025 2.109  0.126
H 2.590 -0.828 3.207  0.125
H 3.503 -1.446 1.819  0.148
H 1.048 -2.704 2.730  0.116
H 1.868 -3.119 1.191  0.121
Br -0.358 -0.308 4.478  0.573
C -1.948 -0.251 3.354  -1.026
Br -2.293 1.519 2.713  0.629
H -2.763 -0.561 3.997  -0.007
H -1.746 -0.919 2.515  -0.042